This record from OMol25 describes a 7-piece molecular cluster, C3H20NO8 overall in a non-equilibrium geometry. The level of theory is ωB97M-V/def2-TZVPD.

Last column: natural (NBO) charge in e.
CARTESIAN COORDINATES (ANGSTROEM)
O1 0.70 2.79 0.63  -1.021
O2 -2.35 0.34 1.50  -0.955
O3 0.94 -3.17 1.77  -0.941
O4 -0.45 -1.63 0.33  -0.873
O5 1.06 0.32 -0.13  -0.942
O6 3.70 0.20 -0.68  -1.008
O7 -1.58 3.06 -1.09  -0.959
O8 0.32 -0.64 3.24  -0.950
N1 -1.75 -0.06 -2.65  -0.872
C1 -0.82 -1.72 -1.05  -0.079
C2 0.63 0.37 -1.43  -0.039
C3 -0.91 -0.18 -1.38  -0.055
H1 0.53 1.80 0.44  0.504
H2 -1.46 0.34 -0.50  0.149
H3 -1.11 3.62 -0.30  0.508
H4 1.86 -3.13 1.46  0.454
H5 -2.72 -0.47 -2.32  0.357
H6 -1.88 -2.32 -0.97  0.169
H7 1.61 2.59 0.95  0.465
H8 2.75 0.41 -0.26  0.510
H9 0.04 -2.16 -1.58  0.169
H10 3.78 -0.73 -0.23  0.441
H11 0.51 -3.06 1.00  0.482
H12 -1.00 2.95 -1.73  0.452
H13 0.39 1.44 -1.69  0.122
H14 -1.72 0.58 0.80  0.447
H15 1.14 -0.11 -2.17  0.157
H16 0.24 -0.06 2.47  0.466
H17 -1.79 0.88 -2.95  0.354
H18 -1.89 -0.64 1.55  0.489
H19 0.39 -0.95 0.47  0.520
H20 0.52 -1.42 2.77  0.478

Calculated values
F_max, Eh/bohr: 0.152
Spin multiplicity: 1
Energy above the lowest of the compared OMol25 structures with the same formula, charge and spin, kJ/mol: 168.9
Total charge: -1
HOMO level, Eh: -0.1985